(1)
A structure of composition C14H39NOP2SiV at a distorted geometry, computed with wB97M-V/def2-TZVPD.

Positions of all 59 atoms, in Å:
V 0.0026 -0.0911 0.1665
Si -1.0619 2.0896 -0.3987
P -1.8918 -0.9118 -1.2284
P 1.7554 1.4138 1.1493
H 0.6441 -1.0115 -2.5496
C -1.4979 -2.6948 -1.3167
H -2.2382 -3.2075 -1.9460
H -1.5244 -3.1327 -0.3094
H -0.4929 -2.8642 -1.7307
C -2.1853 -0.4208 -2.9693
H -2.9680 -1.0637 -3.3984
H -1.2647 -0.5274 -3.5604
H -2.5129 0.6261 -3.0085
C -3.5800 -0.9024 -0.5331
H -4.2889 -1.2596 -1.2924
H -3.8621 0.1135 -0.2391
H -3.6427 -1.5636 0.3396
C 3.0234 0.2305 1.7180
H 3.8252 0.7650 2.2476
H 3.4356 -0.3121 0.8577
H 2.5626 -0.5010 2.3961
C 2.6926 2.5615 0.0776
H 3.5568 2.9537 0.6340
H 2.0455 3.3934 -0.2298
H 3.0403 2.0253 -0.8182
C 1.4632 2.3804 2.6705
H 2.3678 2.9558 2.9138
H 1.2330 1.7044 3.5023
H 0.6206 3.0626 2.5186
C -0.3820 2.7256 -2.0640
H -0.4614 1.9727 -2.8589
H 0.6660 3.0375 -1.9683
H -0.9769 3.6033 -2.3616
H -2.5488 2.1340 -0.5955
H -0.8326 3.2265 0.5552
C 1.7075 -0.9603 -2.1844
O 1.6446 -0.6977 -0.8118
C 2.3903 -2.3178 -2.4260
H 2.9916 -2.2649 -3.3401
H 1.6464 -3.1127 -2.5484
H 3.0512 -2.5805 -1.5933
C 2.4500 0.1552 -2.9230
H 3.4368 0.3171 -2.4698
H 1.9003 1.1021 -2.9077
H 2.6073 -0.1355 -3.9694
C -0.4941 -0.5870 4.0721
C -1.3585 -0.9303 2.8671
C -1.7392 -2.4016 2.9241
C -2.6050 -0.0590 2.8958
N -0.5968 -0.6699 1.6263
H -0.9985 -0.9185 4.9894
H -0.3253 0.4947 4.1446
H 0.4790 -1.0877 4.0080
H -2.2863 -2.5957 3.8569
H -2.3799 -2.6831 2.0765
H -0.8401 -3.0330 2.9014
H -2.3414 1.0094 2.8637
H -3.2720 -0.2777 2.0529
H -3.1510 -0.2540 3.8298

Atoms 1-6, force components in eV/Å:
V 1.0 -0.1 0.8
Si 0.0 0.2 0.0
P 0.7 -0.3 0.3
P -0.2 -0.8 0.0
H 0.8 0.0 -0.3
C -0.3 -0.4 -0.4

Values from the calculation:
Expectation value of S² ... 0.79
Calculated total energy ... -2603.01991 hartree
2S+1 ... 2


(2)
A structure of composition C14H3Cl48InN2O3 at a distorted geometry, computed with wB97M-V/def2-TZVPD.

Positions of all 71 atoms, in Å:
N 1.7567 1.0621 3.1952
C 2.3236 0.7141 2.1771
O 3.2896 0.2898 1.2391
In 3.8550 1.9328 0.0427
N 5.9583 1.7959 -0.2730
C 3.3826 3.9426 0.9463
O 2.5637 4.8100 0.4590
O 4.0314 4.2667 2.1458
H 2.9525 1.8115 -1.4967
H 6.1892 1.4479 -1.2245
H 6.4517 2.6753 -0.0724
C 2.2310 -1.2491 -3.4861
Cl 3.3017 -0.4634 -4.6675
Cl 2.4652 -0.5155 -1.8893
Cl 0.5402 -1.0342 -3.9842
Cl 2.6109 -2.9876 -3.4062
C 2.0135 -0.7464 6.6444
Cl 2.2926 -1.6664 8.1425
Cl 0.5104 0.1884 6.7958
Cl 3.3722 0.3596 6.3654
Cl 1.8768 -1.8701 5.2762
C -1.8233 0.8689 -1.5416
Cl -0.5560 0.8502 -0.3013
Cl -2.4818 -0.7704 -1.7379
Cl -3.1230 1.9778 -1.0447
Cl -1.1324 1.4150 -3.0846
C 4.2861 -3.3610 1.6212
Cl 3.7052 -2.3715 0.2712
Cl 6.0640 -3.3693 1.6324
Cl 3.6851 -2.6726 3.1438
Cl 3.6865 -5.0281 1.4428
C -5.9821 0.0918 -3.6815
Cl -6.7788 -0.7151 -5.0520
Cl -4.3493 0.5973 -4.1539
Cl -6.9345 1.5126 -3.1967
Cl -5.8561 -1.0329 -2.3162
C -7.6698 0.0009 1.0399
Cl -8.4869 -0.8165 -0.3094
Cl -6.0472 0.5170 0.5318
Cl -8.6159 1.4243 1.5279
Cl -7.5323 -1.1187 2.4131
C 8.1979 5.0451 -1.4348
Cl 9.8631 4.4279 -1.5540
Cl 8.1737 6.7681 -1.8775
Cl 7.1504 4.1365 -2.5429
Cl 7.6122 4.8535 0.2288
C -0.2235 -4.1910 1.0352
Cl 0.5581 -3.4776 2.4607
Cl -1.9283 -3.6873 0.9801
Cl 0.6043 -3.6357 -0.4343
Cl -0.1331 -5.9645 1.1335
C 5.0416 0.3117 10.2141
Cl 5.7573 0.9602 11.7075
Cl 3.3749 0.9050 10.0515
Cl 6.0007 0.8459 8.8191
Cl 5.0373 -1.4643 10.2848
C 1.2700 1.2825 -7.7862
Cl 0.6668 2.2748 -9.1329
Cl 3.0469 1.2769 -7.8052
Cl 0.6958 1.9599 -6.2490
Cl 0.6708 -0.3813 -7.9618
C -3.6732 -4.7752 -3.3712
Cl -4.6720 -6.1830 -2.9449
Cl -2.4486 -5.2577 -4.5653
Cl -4.7009 -3.5006 -4.0584
Cl -2.8671 -4.1511 -1.9167
C -12.2198 1.7716 -0.6830
Cl -13.4256 2.6279 -1.6689
Cl -12.9367 0.2812 -0.0331
Cl -10.8149 1.3627 -1.6890
Cl -11.7045 2.8144 0.6595

Atoms 1-6, force components in eV/Å:
N 1.8 -1.8 -4.8
C 2.2 -0.1 1.7
O -4.5 1.2 3.8
In 0.5 2.7 -0.5
N 0.1 -0.6 -0.5
C 0.2 3.9 4.2

Values from the calculation:
Charge ... -2
Calculated total energy ... -23149.64561 hartree


(3)
A structure of composition C14H40CrO12 at a distorted geometry, computed with wB97M-V/def2-TZVPD.

Positions of all 67 atoms, in Å:
Cr 2.9617 1.5367 -2.0843
C -1.0052 1.9574 -3.5567
C 0.2290 2.8040 -3.9728
O 1.5039 2.2560 -3.8217
H -1.1662 2.0774 -2.4853
H -0.8050 0.9029 -3.7465
H -1.8509 2.3372 -4.1300
H 0.3280 3.6960 -3.3542
H 0.0811 3.0968 -5.0122
C 0.0819 -1.2016 0.3201
C 0.4640 -0.1094 -0.6788
O 1.8063 0.0485 -1.0358
H -0.0275 -2.1405 -0.2226
H -0.8224 -0.9672 0.8817
H 0.8246 -1.3438 1.1051
H 0.1928 0.8347 -0.2064
H -0.3093 -0.2259 -1.4382
C 2.4180 -1.4062 4.9768
C 2.9122 -0.9606 3.5462
O 3.0730 0.3905 3.3445
O 3.2887 -0.9570 6.0292
H 2.1282 -2.4544 5.0514
H 1.5038 -0.8230 5.0867
H 2.4179 -1.5213 2.7529
H 3.9495 -1.2953 3.5524
H 2.9203 0.9331 4.1215
H 4.1647 -1.3430 5.9564
C 1.7620 -3.0922 -3.6554
C 1.9260 -3.6135 -2.1265
O 2.7955 -2.8429 -1.4801
O 1.2816 -1.7717 -3.8652
H 1.1819 -3.8795 -4.1369
H 2.6789 -3.1474 -4.2423
H 2.2818 -4.6329 -1.9766
H 0.9307 -3.5897 -1.6827
H 2.3842 -1.9785 -1.4074
H 1.5701 -1.2650 -3.1026
C -3.7325 -3.3927 1.2334
C -2.6411 -4.3861 1.6569
O -1.4097 -3.8769 1.0741
O -3.8606 -3.2417 -0.1555
H -3.5632 -2.4657 1.7812
H -4.6798 -3.7934 1.5941
H -2.9727 -5.2967 1.1579
H -2.4176 -4.5789 2.7061
H -0.6618 -4.1338 1.6185
H -3.0224 -2.8218 -0.3619
C 1.6036 3.7329 0.3775
C 0.8868 5.1177 0.1818
O 1.4277 5.7946 -0.8434
O 2.0114 3.2138 -0.9003
H 1.0575 3.0214 0.9970
H 2.5309 3.7867 0.9479
H 0.9819 5.6771 1.1124
H -0.1789 5.0655 -0.0415
H 1.7270 6.6485 -0.5227
H 2.1429 4.0196 -1.4052
C -3.9218 0.8858 0.3012
C -2.8249 1.8615 0.7215
O -3.3368 3.1375 1.2521
O -4.3918 1.1385 -1.0147
H -4.7558 0.8927 1.0030
H -3.6870 -0.1778 0.3428
H -2.1368 1.8583 -0.1238
H -2.3188 1.3353 1.5308
H -2.5678 3.6026 1.5896
H -5.3439 1.0667 -1.1145

Atoms 1-6, force components in eV/Å:
Cr -2.1 -0.7 -0.8
C 1.1 0.5 0.1
C 1.6 -0.4 0.7
O 0.6 -1.1 0.5
H -0.2 -0.1 0.1
H -0.1 0.0 -0.2

Values from the calculation:
Charge ... -1
Expectation value of S² ... 8.75
Calculated total energy ... -2504.52086 hartree
2S+1 ... 6


(4)
A cluster of 3 separate species, C14H40IN6O5P3 in total at a distorted geometry, computed with wB97M-V/def2-TZVPD.

Positions of all 69 atoms, in Å:
C 3.8035 0.6901 3.1157
N 3.4939 0.5680 1.7090
C 4.2248 -0.4942 1.0292
P 2.5747 1.6437 0.7424
O 1.6783 0.6567 0.0350
N 1.3364 2.4837 1.6282
C 1.1347 2.2989 3.0497
C 0.0406 2.5454 0.9610
N 3.6563 2.9584 0.9759
C 5.0338 2.7922 0.4931
C 3.3010 4.3332 1.3099
H 4.0785 1.7112 3.4037
H 4.6579 0.0667 3.3826
H 2.9691 0.3585 3.7391
H 5.2318 -0.1684 0.7339
H 3.6985 -0.8131 0.1283
H 4.3242 -1.3762 1.6637
H 0.8272 1.2727 3.2958
H 0.3559 2.9784 3.4050
H 2.0253 2.5598 3.6217
H -0.5346 1.6211 1.0896
H 0.1587 2.7244 -0.1062
H -0.5447 3.3751 1.3678
H 5.6599 2.3212 1.2572
H 5.4941 3.7436 0.2352
H 5.0656 2.1730 -0.4031
H 3.4250 4.4975 2.3839
H 2.2842 4.5828 1.0319
H 3.9372 5.0520 0.7869
C -5.4953 -2.7508 -1.2729
N -5.0707 -3.0866 0.0670
C -5.8076 -4.1901 0.6650
P -3.9946 -2.2061 1.0734
O -3.1081 -3.3287 1.5542
N -2.7865 -1.3128 0.2067
C -2.7138 -1.2987 -1.2383
C -1.4344 -1.4159 0.7541
N -5.0059 -0.8156 1.1226
C -6.3440 -0.9732 1.7057
C -4.5899 0.5711 0.9446
H -5.7236 -1.6855 -1.3919
H -6.4111 -3.2817 -1.5371
H -4.7441 -3.0368 -2.0141
H -6.7604 -3.8540 1.0992
H -5.2250 -4.6603 1.4579
H -6.0238 -4.9679 -0.0693
H -2.4908 -2.2946 -1.6475
H -1.9257 -0.6163 -1.5665
H -3.6288 -0.9127 -1.6899
H -0.9353 -2.3417 0.4445
H -1.4510 -1.3885 1.8425
H -0.8299 -0.5708 0.4155
H -7.0640 -1.2985 0.9478
H -6.7166 -0.0438 2.1315
H -6.3393 -1.7089 2.5098
H -4.7942 0.8911 -0.0810
H -3.5385 0.7236 1.1566
H -5.1299 1.2429 1.6176
O 6.6159 -1.6178 -4.6856
C 5.4618 -1.2895 -4.7855
O 4.9920 -0.2153 -4.1148
C 4.0047 0.5312 -4.8358
P 2.3484 -0.2624 -5.1182
O 2.5111 -1.4019 -6.2953
I 1.8936 -1.5159 -3.0756
H 4.7908 -1.9084 -5.3937
H 4.3976 0.9440 -5.7623
H 3.7729 1.3812 -4.2045
H 1.9023 -1.1899 -7.0026

Atoms 1-6, force components in eV/Å:
C 0.2 0.5 0.1
N 0.2 -0.4 -0.6
C -0.2 -0.1 -0.3
P -2.0 -0.8 5.6
O 1.8 1.3 -2.6
N -0.2 0.2 -0.1

Values from the calculation:
Calculated total energy ... -2583.84594 hartree